Computed, not measured: a structure of composition C2H6INO2S, with ωB97M-V/def2-TZVPD.

* relative energy (zero: lowest compared OMol25 entry of this formula, charge and spin): 3.25 kcal per mole
* 2S+1: 3
* LUMO energy (alpha / beta): 0.25 / -2.36 eV
* gap between HOMO and LUMO (alpha / beta): 8.64 / 6.99 eV

Atoms and positions in Å:
C -1.595 1.577 0.626
C 1.995 -1.288 -0.102
N -1.152 0.352 1.073
O -0.402 -1.321 -1.370
O 1.221 0.533 -1.749
S 0.559 -0.360 -0.831
I -2.383 -1.120 0.794
H -2.595 1.756 0.989
H -0.850 2.462 1.004
H -1.581 1.720 -0.518
H 2.542 -1.735 -0.869
H 2.612 -0.507 0.442
H 1.629 -2.068 0.510

These are the natural (NBO) partial charges, in e, on atoms 1 to 6: -0.51, -0.80, -0.54, -0.89, -0.86, 1.82

***

Computed, not measured: a structure of composition C40H35N7O6PSTeV, with ωB97M-V/def2-TZVPD.

* relative energy (zero: lowest compared OMol25 entry of this formula, charge and spin): 0.00 kcal per mole
* total charge: +1
* 2S+1: 2
* LUMO energy (alpha / beta): -3.49 / -3.07 eV
* gap between HOMO and LUMO (alpha / beta): 5.77 / 6.23 eV

Atoms and positions in Å:
V -0.629 0.224 0.077
O -3.032 0.571 -2.986
C -2.102 1.221 -2.545
O -1.433 0.884 -1.468
C -1.636 2.485 -3.196
C -0.890 3.417 -2.483
C -0.432 4.561 -3.109
C -0.719 4.734 -4.450
C -1.457 3.823 -5.182
C -1.925 2.690 -4.538
N -0.206 5.943 -5.130
O -0.506 6.099 -6.294
O 0.464 6.712 -4.472
H -0.665 3.238 -1.441
H 0.150 5.307 -2.588
H -1.654 4.010 -6.227
H -2.514 1.954 -5.068
N -5.751 -0.625 -1.937
C -6.003 -0.962 -0.652
O -7.080 -1.360 -0.258
C -4.852 -0.849 0.319
C -5.098 -1.045 1.669
C -4.044 -0.958 2.567
C -2.783 -0.662 2.088
N -2.547 -0.459 0.787
C -3.560 -0.572 -0.079
H -6.534 -0.660 -2.569
H -4.909 -0.164 -2.249
H -6.109 -1.268 1.984
H -4.194 -1.110 3.626
H -1.928 -0.577 2.747
H -3.310 -0.407 -1.117
N 0.273 -1.023 0.838
P 1.191 -2.364 0.722
C 2.937 -1.988 0.818
C 3.814 -2.232 -0.233
C 5.146 -1.870 -0.109
C 5.599 -1.254 1.048
C 4.726 -1.017 2.103
C 3.396 -1.391 1.994
C 0.790 -3.400 2.136
C 1.764 -4.138 2.803
C 1.397 -4.986 3.839
C 0.065 -5.096 4.207
C -0.909 -4.364 3.539
C -0.550 -3.519 2.503
C 0.783 -3.322 -0.738
C -0.187 -2.910 -1.644
C -0.496 -3.702 -2.738
C 0.168 -4.904 -2.931
C 1.131 -5.326 -2.023
C 1.434 -4.542 -0.922
H 3.453 -2.673 -1.153
H 5.827 -2.051 -0.929
H 6.636 -0.958 1.131
H 5.087 -0.557 3.013
H 2.719 -1.233 2.826
H 2.806 -4.052 2.522
H 2.155 -5.558 4.358
H -0.218 -5.757 5.016
H -1.949 -4.459 3.821
H -1.309 -2.959 1.970
H -0.713 -1.971 -1.513
H -1.250 -3.373 -3.441
H -0.068 -5.518 -3.790
H 1.642 -6.268 -2.170
H 2.173 -4.885 -0.207
Te 1.571 0.341 -1.816
C 3.335 1.362 -1.294
C 3.630 2.384 -0.435
C 5.003 2.764 -0.459
C 5.733 2.035 -1.346
S 4.753 0.887 -2.150
H 2.886 2.896 0.158
H 5.418 3.566 0.133
H 6.778 2.136 -1.588
C -2.813 4.537 2.356
N -1.596 3.725 2.307
C -0.488 4.043 3.010
C 0.640 3.307 2.934
C 0.631 2.170 2.077
N -0.479 1.830 1.395
C -1.620 2.621 1.458
O -2.609 2.374 0.804
N 1.720 1.427 1.958
H -2.670 5.330 3.085
H -3.657 3.916 2.644
H -3.015 4.964 1.377
H -0.560 4.922 3.637
H 1.521 3.569 3.497
H 2.561 1.675 2.449
H 1.754 0.643 1.316

These are the natural (NBO) partial charges, in e, on atoms 1 to 6: 1.33, -0.64, 0.82, -0.76, -0.16, -0.10

***

Computed, not measured: an isolated molecule of C4H5N3O, with ωB97M-V/def2-TZVPD.

* relative energy (zero: lowest compared OMol25 entry of this formula, charge and spin): 120.10 kcal per mole
* 2S+1: 1
* SMILES string: C=NNc1ccon1
* LUMO energy: 1.03 eV
* gap between HOMO and LUMO: 9.89 eV

Atoms and positions in Å:
C 2.875 -0.097 -0.076
C -0.560 -0.271 -0.115
C -1.258 0.939 0.076
C -2.608 0.655 -0.001
H 2.932 -1.332 0.247
H 3.720 0.520 -0.190
H 0.960 -1.487 0.504
H -0.956 1.943 -0.208
H -3.539 1.101 0.077
N 1.716 0.457 -0.180
N 0.810 -0.495 0.134
N -1.368 -1.259 -0.208
O -2.725 -0.674 -0.061

These are the natural (NBO) partial charges, in e, on atoms 1 to 6: -0.14, 0.30, -0.40, 0.18, 0.14, 0.19

***

Computed, not measured: a cluster of 4 separate species, C31H27ClF24N2O6 in total, with ωB97M-V/def2-TZVPD.

* relative energy (zero: lowest compared OMol25 entry of this formula, charge and spin): 197.32 kcal per mole
* 2S+1: 1
* SMILES string: O=C(CC[C@H](Cl)OC(=O)c1ccccn1)Nc1ccccc1.FC(F)C(F)(F)COC(F)(F)C(F)F.FC(F)C(F)(F)COC(F)(F)C(F)F.FC(F)C(F)(F)COC(F)(F)C(F)F
* LUMO energy: -0.73 eV
* gap between HOMO and LUMO: 7.84 eV

Atoms and positions in Å:
O -1.416 5.722 4.508
C -1.220 4.490 4.294
C -1.201 3.478 5.528
C -0.581 4.088 6.878
C -0.537 2.856 7.946
Cl -1.295 3.389 9.527
O 0.818 2.342 8.103
C 0.722 0.902 8.024
O 0.239 0.306 9.020
C 1.258 0.083 6.738
C 1.541 -1.382 6.988
C 2.010 -2.275 5.823
C 2.113 -1.463 4.517
C 1.807 0.025 4.533
N 1.376 0.888 5.575
N -1.064 4.089 2.857
C -1.340 2.653 2.658
C -0.224 1.736 2.042
C -0.504 0.207 1.874
C -1.852 -0.437 2.294
C -2.984 0.454 2.859
C -2.700 1.963 3.024
H -2.301 3.213 5.762
H -0.647 2.506 5.303
H -1.233 4.926 7.296
H 0.507 4.415 6.721
H -1.166 1.980 7.530
H 1.407 -1.827 8.029
H 2.250 -3.383 5.872
H 2.419 -1.978 3.546
H 1.944 0.565 3.521
H -0.041 4.184 2.687
H 0.794 2.117 1.705
H 0.304 -0.463 1.433
H -2.061 -1.558 2.208
H -4.013 0.064 3.194
H -3.507 2.667 3.447
C -0.649 -3.798 -3.537
C -1.084 -4.582 -2.281
C -2.092 -3.876 -1.372
F -1.610 -2.728 -0.860
F -2.401 -4.666 -0.310
F 0.019 -4.957 -1.589
F -1.662 -5.739 -2.719
O 0.599 -3.096 -3.461
C 0.576 -1.797 -2.909
C 1.410 -1.690 -1.627
F 0.957 -2.530 -0.669
F 1.342 -0.439 -1.112
F -0.697 -1.395 -2.741
F 1.102 -0.983 -3.854
H -0.483 -4.546 -4.317
H -1.449 -3.164 -3.931
H -3.021 -3.659 -1.906
H 2.457 -1.931 -1.821
C 0.676 -8.058 -7.021
C -0.196 -7.121 -6.158
C -1.706 -7.334 -6.257
F -2.177 -7.124 -7.500
F -2.358 -6.457 -5.450
F 0.134 -5.835 -6.432
F 0.167 -7.331 -4.858
O 1.144 -7.537 -8.271
C 0.282 -7.653 -9.384
C -0.140 -6.290 -9.944
F -0.794 -5.554 -9.019
F -0.985 -6.441 -10.992
F -0.765 -8.438 -9.069
F 0.982 -8.327 -10.326
H 1.592 -8.229 -6.448
H 0.234 -9.052 -7.134
H -1.986 -8.344 -5.944
H 0.730 -5.719 -10.278
C 1.383 7.737 1.312
C 1.326 9.032 0.475
C 0.069 9.224 -0.373
F -0.082 8.259 -1.300
F 0.135 10.398 -1.053
F 2.444 9.117 -0.285
F 1.393 10.074 1.356
O 2.138 6.646 0.766
C 1.474 5.788 -0.138
C 2.099 5.807 -1.537
F 2.066 7.042 -2.079
F 1.418 4.993 -2.379
F 0.159 6.071 -0.146
F 1.583 4.543 0.387
H 1.921 7.995 2.229
H 0.395 7.417 1.654
H -0.829 9.253 0.251
H 3.141 5.480 -1.503

These are the Löwdin partial charges, in e, on atoms 1 to 6: 0.03, -0.33, -0.12, -0.16, -0.65, 0.59

***

Computed, not measured: a cluster of 8 separate species, C12H42N2O8 in total, with ωB97M-V/def2-TZVPD.

* relative energy (zero: lowest compared OMol25 entry of this formula, charge and spin): 43.68 kcal per mole
* 2S+1: 1
* SMILES string: COC[C@H](C)N.COC[C@H](C)N.CCO.CCO.O.O.O.O
* LUMO energy: 0.25 eV
* gap between HOMO and LUMO: 9.32 eV

Atoms and positions in Å:
C -1.011 1.712 -2.105
C -0.838 1.851 -0.567
O -0.826 0.609 0.156
H -1.853 1.080 -2.385
H -0.158 1.179 -2.524
H -1.120 2.699 -2.556
H -1.804 2.296 -0.330
H -0.109 2.656 -0.479
H -0.771 0.922 1.062
C 0.594 0.163 3.368
C 0.376 1.696 3.393
O -0.578 2.188 2.516
H -0.206 -0.359 3.894
H 1.518 -0.070 3.896
H 0.515 -0.360 2.415
H 1.313 2.190 3.138
H 0.081 2.091 4.365
H -0.561 3.144 2.438
O -1.884 -4.035 -1.396
H -1.735 -4.517 -0.582
H -1.504 -3.172 -1.237
O 0.163 -1.936 -0.355
H 0.939 -1.978 -0.914
H -0.137 -1.030 -0.429
O 0.907 -2.240 -3.111
H 0.676 -3.162 -2.996
H 0.256 -1.905 -3.728
O 3.588 -0.893 -2.655
H 2.787 -1.159 -3.107
H 3.405 -1.053 -1.729
C -4.677 1.123 -0.892
C -4.488 -0.386 -1.247
C -5.134 -1.313 -0.179
O -4.531 -1.310 1.095
C -3.179 -1.629 1.358
N -5.083 -0.515 -2.588
H -4.348 1.250 0.139
H -5.676 1.500 -1.113
H -4.062 1.845 -1.428
H -3.415 -0.577 -1.254
H -5.151 -2.293 -0.656
H -6.213 -1.165 -0.146
H -2.901 -2.675 1.225
H -2.886 -1.374 2.376
H -2.541 -0.991 0.747
H -5.875 0.083 -2.772
H -4.393 -0.063 -3.171
C 5.468 -0.858 0.100
C 4.134 -0.462 0.740
C 3.792 1.055 0.748
O 4.688 1.709 1.567
C 4.487 3.104 1.294
N 3.063 -1.163 0.081
H 6.414 -0.464 0.471
H 5.555 -0.571 -0.948
H 5.504 -1.941 0.220
H 4.050 -0.796 1.774
H 2.753 1.308 0.959
H 3.986 1.406 -0.265
H 5.087 3.741 1.944
H 3.446 3.409 1.400
H 4.817 3.353 0.286
H 3.097 -2.158 0.251
H 2.188 -0.795 0.426

These are the natural (NBO) partial charges, in e, on atoms 1 to 6: -0.62, -0.08, -0.77, 0.20, 0.21, 0.22

***

Computed, not measured: a cluster of 8 separate species, C32H52N8 in total, with ωB97M-V/def2-TZVPD.

* total charge: +1
* 2S+1: 2
* LUMO energy (alpha / beta): -4.19 / -8.02 eV
* gap between HOMO and LUMO (alpha / beta): 5.48 / 1.66 eV

Atoms and positions in Å:
C -6.933 -0.447 0.359
C -6.745 -0.806 -1.151
C -5.482 -0.128 -1.644
C -5.175 -0.533 -3.055
N -4.917 -0.852 -4.140
H -7.683 -0.953 0.967
H -7.169 0.617 0.399
H -6.044 -0.692 0.939
H -7.582 -0.240 -1.558
H -6.987 -1.852 -1.339
H -4.661 -0.649 -1.151
H -5.418 0.953 -1.523
C 0.079 -1.439 -3.540
C -1.302 -1.944 -4.097
C -1.597 -3.374 -3.624
C -0.884 -4.466 -4.314
N -0.305 -5.334 -4.823
H 0.246 -1.701 -2.495
H 0.117 -0.373 -3.766
H 0.927 -1.900 -4.045
H -1.363 -1.690 -5.155
H -2.175 -1.415 -3.714
H -2.588 -3.766 -3.856
H -1.528 -3.480 -2.542
C 1.054 0.599 0.689
C -0.248 1.399 0.497
C -1.253 0.768 -0.496
C -2.031 -0.442 0.005
N -2.573 -1.468 0.332
H 0.818 -0.456 0.829
H 1.704 0.938 1.496
H 1.713 0.539 -0.178
H 0.189 2.308 0.084
H -0.719 1.758 1.412
H -0.626 0.515 -1.351
H -2.080 1.373 -0.869
C 5.243 4.950 -0.087
C 4.095 5.125 0.927
C 3.347 3.830 1.278
C 4.394 2.986 1.901
N 5.191 2.330 2.472
H 5.859 5.845 -0.003
H 4.879 4.958 -1.114
H 5.784 4.040 0.172
H 3.571 5.950 0.444
H 4.522 5.595 1.813
H 2.982 3.310 0.392
H 2.529 4.111 1.942
C 2.157 -5.255 -0.673
C 2.876 -3.917 -0.617
C 2.684 -3.122 0.717
C 1.271 -3.183 1.243
N 0.173 -3.227 1.602
H 2.418 -5.872 0.187
H 2.412 -5.823 -1.568
H 1.098 -5.016 -0.762
H 2.447 -3.293 -1.401
H 3.962 -3.984 -0.688
H 2.993 -2.079 0.784
H 3.157 -3.779 1.448
C -2.399 1.395 4.227
C -3.817 2.046 4.326
C -4.892 1.696 3.294
C -4.471 2.276 2.060
N -4.150 2.788 1.051
H -1.969 1.321 3.229
H -2.405 0.356 4.555
H -1.657 1.899 4.847
H -3.583 3.109 4.380
H -4.263 1.949 5.316
H -5.955 1.758 3.525
H -4.692 0.648 3.070
N 3.530 2.241 -5.508
C 2.895 1.550 -4.485
C 2.935 2.232 -3.290
C 3.802 3.331 -3.568
C 4.294 3.238 -4.890
H 3.623 1.905 -6.456
H 2.276 0.676 -4.619
H 2.416 2.030 -2.366
H 3.898 4.256 -3.019
H 4.986 3.786 -5.513
N 1.027 -2.671 5.224
C 2.062 -3.371 4.631
C 2.898 -2.458 4.008
C 2.275 -1.222 4.153
C 1.098 -1.340 4.862
H 0.273 -3.176 5.667
H 2.098 -4.422 4.877
H 3.825 -2.710 3.516
H 2.770 -0.399 3.659
H 0.451 -0.563 5.240

These are the Löwdin partial charges, in e, on atoms 1 to 6: -0.11, -0.24, -0.19, -0.21, 0.13, 0.07

***

Computed, not measured: a structure of composition C3H4N2O2, with ωB97M-V/def2-TZVPD.

* relative energy (zero: lowest compared OMol25 entry of this formula, charge and spin): 150.62 kcal per mole
* 2S+1: 1
* LUMO energy: 0.53 eV
* gap between HOMO and LUMO: 9.97 eV

Atoms and positions in Å:
C -0.620 0.346 -0.325
C -0.913 -0.894 0.085
C 0.795 0.209 0.185
N 0.363 -1.121 0.619
N 1.057 -2.201 0.996
O 0.433 -3.228 1.121
O 2.237 -2.028 1.197
H -1.146 1.146 -0.797
H -1.735 -1.581 0.091
H 1.584 0.179 -0.564
H 1.088 0.854 1.012

These are the natural (NBO) partial charges, in e, on atoms 1 to 6: -0.26, 0.00, -0.23, -0.26, 0.66, -0.41

***

Computed, not measured: a cluster of 2 separate species, C6H15NO in total, with ωB97M-V/def2-TZVPD.

* relative energy (zero: lowest compared OMol25 entry of this formula, charge and spin): 43.83 kcal per mole
* 2S+1: 1
* SMILES string: CCC/C=C/NC.O
* LUMO energy: 0.90 eV
* gap between HOMO and LUMO: 9.17 eV

Atoms and positions in Å:
C -2.471 0.987 -0.664
C -2.453 0.767 0.840
C -1.621 -0.424 1.298
C -0.150 -0.234 0.958
C 0.492 -1.116 0.204
N 1.809 -0.985 -0.212
C 2.680 -0.163 0.604
H -1.446 1.132 -1.002
H -3.035 1.869 -0.963
H -2.917 0.119 -1.149
H -2.219 1.685 1.388
H -3.468 0.701 1.262
H -1.701 -0.457 2.388
H -1.946 -1.353 0.825
H 0.300 0.477 1.642
H 0.043 -2.069 -0.047
H 2.334 -1.765 -0.567
H 2.358 0.855 0.528
H 2.564 -0.380 1.673
H 3.741 -0.174 0.385
H 1.616 0.417 -1.563
H 0.932 1.599 -2.144
O 1.390 0.798 -2.424

These are the natural (NBO) partial charges, in e, on atoms 1 to 6: -0.61, -0.40, -0.41, -0.31, 0.00, -0.63

***

Computed, not measured: a cluster of 5 separate species, C29H47ClN8O2P2S in total, with ωB97M-V/def2-TZVPD.

* 2S+1: 1
* SMILES string: CC(=O)N(C)CCCCc1c([PH2]=N)cc(P(O)Cl)c2nsnc12.CCCC#N.CCCC#N.CCCC#N.CCCC#N
* LUMO energy: -1.49 eV
* gap between HOMO and LUMO: 6.68 eV

Atoms and positions in Å:
C 6.087 -0.856 -0.151
C 5.836 0.593 -0.847
O 6.725 0.986 -1.651
N 4.626 1.320 -0.435
C 4.886 2.042 0.848
C 4.065 2.199 -1.503
C 2.789 1.466 -2.196
C 1.464 2.368 -2.245
C 0.187 1.377 -2.531
C -0.225 0.804 -1.066
C 0.155 -0.655 -0.606
P 1.077 -1.837 -1.794
N 0.063 -2.698 -2.722
C -0.240 -1.144 0.869
C -1.003 -0.124 1.791
P -1.411 -0.733 3.560
O -2.922 0.051 3.913
Cl 0.115 0.044 4.807
C -1.424 1.317 1.326
N -2.126 2.374 1.995
S -2.342 3.777 1.000
N -1.499 3.130 -0.370
C -1.027 1.792 -0.135
H 5.117 -1.361 0.186
H 6.644 -1.565 -0.877
H 6.755 -0.760 0.792
H 5.490 3.009 0.740
H 3.902 2.171 1.435
H 5.540 1.333 1.497
H 3.760 3.213 -1.026
H 4.785 2.458 -2.352
H 2.552 0.554 -1.523
H 3.132 1.094 -3.222
H 1.271 2.871 -1.220
H 1.436 3.145 -3.084
H -0.694 1.916 -3.022
H 0.472 0.496 -3.225
H 1.955 -2.688 -1.029
H 1.890 -1.073 -2.720
H 0.255 -3.700 -2.539
H 0.029 -2.198 1.260
H -2.716 0.824 4.498
C 4.357 0.412 -7.409
C 4.697 -0.572 -6.295
C 3.533 -1.503 -5.947
C 2.356 -0.696 -5.476
N 1.428 -0.057 -5.105
H 3.544 1.084 -7.119
H 5.223 1.035 -7.643
H 4.060 -0.115 -8.321
H 5.001 -0.010 -5.405
H 5.556 -1.175 -6.603
H 3.830 -2.197 -5.155
H 3.237 -2.092 -6.820
C -4.544 -3.524 5.587
C -4.334 -4.949 5.086
C -2.888 -5.225 4.669
C -2.495 -4.302 3.550
N -2.185 -3.571 2.669
H -4.336 -2.787 4.806
H -5.580 -3.381 5.901
H -3.897 -3.311 6.443
H -5.005 -5.130 4.241
H -4.617 -5.649 5.878
H -2.785 -6.260 4.331
H -2.209 -5.075 5.513
C -5.242 -0.053 8.262
C -5.600 -0.372 9.710
C -4.722 -1.472 10.311
C -4.887 -2.744 9.527
N -5.017 -3.745 8.906
H -5.395 -0.917 7.609
H -5.873 0.755 7.884
H -4.197 0.262 8.176
H -6.652 -0.670 9.757
H -5.495 0.536 10.310
H -5.007 -1.654 11.351
H -3.670 -1.175 10.296
C -1.339 3.372 -8.041
C -1.645 2.844 -6.644
C -1.625 3.940 -5.576
C -0.263 4.574 -5.518
N 0.813 5.072 -5.472
H -0.334 3.797 -8.101
H -1.393 2.562 -8.773
H -2.058 4.144 -8.335
H -0.916 2.067 -6.391
H -2.631 2.370 -6.650
H -1.862 3.515 -4.597
H -2.369 4.710 -5.800

These are the Löwdin partial charges, in e, on atoms 1 to 6: -0.03, -0.39, 0.02, -0.17, -0.09, -0.18